Entry i
Here is a cluster of 2 separate species, C3H8N2O in total from OMol25. Energies are from ωB97M-V/def2-TZVPD.

Positions of all 14 atoms, in Å:
C 1.8251 -0.0209 -0.2848
N 1.5871 0.6927 -1.4280
O 1.7821 -1.2592 -0.2625
H 0.2764 -1.8464 0.1272
H 1.2439 0.1760 -2.2245
H 1.9381 1.6291 -1.5356
H 2.4477 0.5360 0.4350
H 0.0967 0.1767 0.6663
C -2.1441 0.3479 0.8414
C -0.9026 -0.4553 0.6898
N -0.7945 -1.6320 0.3267
H -2.0904 1.2473 0.2284
H -3.0117 -0.2507 0.5455
H -2.2537 0.6588 1.8752

## Properties
Structure (SMILES): [H]/N=C/C.NC=O
HOMO: -9.08 eV
Multiplicity: 1
Orbital gap: 9.9 eV



Entry ii
Here is a cluster of 2 separate species, C3H8N2O in total from OMol25. Energies are from ωB97M-V/def2-TZVPD.

Positions of all 14 atoms, in Å:
C 1.1509 0.6492 -0.2694
C -1.0386 0.4079 -1.6845
C -0.2359 0.7283 -0.4661
N 0.6773 -1.0459 1.8472
N -0.2388 -1.1944 1.0145
O 1.6183 0.6697 0.9153
H 1.6542 0.4278 -1.2691
H -1.8499 1.0927 -1.9777
H -0.4548 0.3292 -2.4957
H -1.4189 -0.5605 -1.6680
H -0.9396 1.1279 0.3113
H 1.4471 -1.7130 1.8497
H 0.6306 -0.2648 2.4809
H -1.0019 -0.6541 1.4117

## Properties
HOMO (spin up / spin down): -7.70 / -7.70 eV
Multiplicity: 1
Orbital gap (spin up / spin down): 8.1 / 8.1 eV



Entry iii
Here is an isolated molecule of C3H8N2O from OMol25. Energies are from ωB97M-V/def2-TZVPD.

Positions of all 14 atoms, in Å:
C -1.4938 -1.1480 0.3002
N -0.3657 -0.1904 0.0345
C -0.2896 1.4408 -0.2098
C 0.8814 -0.7171 0.0649
O 1.2496 -1.8616 0.2743
N 1.7523 0.3730 -0.2176
H -1.0724 -2.1447 0.5339
H -2.1180 -0.8729 1.1603
H -2.1510 -1.2942 -0.5665
H 0.4984 2.0188 -0.7677
H -1.1959 1.6342 -0.7499
H -0.2385 1.8930 0.7832
H 2.1290 0.3159 -1.1481
H 2.4142 0.5532 0.5082

## Properties
Structure (SMILES): CN(C)C(N)=O
HOMO: -8.92 eV
Multiplicity: 1
Orbital gap: 9.7 eV



Most stable: entry i